1.
A cluster of 14 separate species, C16H9Cl52FIOPSi in total, computed with the ωB97M-V functional and the def2-TZVPD basis.

```
82
Properties=species:S:1:pos:R:3
I -0.270 2.953 5.589
Cl -3.669 -0.627 -1.112
Cl -1.533 4.180 -6.986
Cl 2.519 -0.015 3.810
Cl 2.118 -1.075 -3.202
Cl -3.015 1.648 -11.663
Cl 0.095 2.271 -5.560
Cl -6.255 0.705 -5.715
Cl 9.213 -4.873 2.487
Cl 3.039 -7.333 0.393
Cl -0.185 -0.956 4.131
Cl 8.714 -4.512 -0.332
Cl 5.879 2.239 2.349
Cl -0.354 4.906 -4.458
Cl -1.774 0.125 9.228
Cl -6.077 -1.009 -2.655
Cl 0.547 -0.684 10.741
Cl 1.289 9.072 6.081
Cl -5.337 -1.795 -6.840
Cl -0.671 -1.582 -2.702
Cl 1.066 -3.744 -3.491
Cl -1.061 7.396 6.106
Cl -3.175 0.993 -8.858
Cl -2.508 2.977 -4.556
Cl -8.156 -1.193 -6.762
Cl 4.626 -0.059 1.141
Cl 9.675 -2.303 1.253
Cl 4.854 -5.219 -0.391
Cl -0.153 -11.551 1.956
Cl -6.408 0.244 -8.560
Cl 2.028 -4.697 -0.153
Cl 2.159 -9.867 2.327
Cl -0.481 -8.713 2.368
Cl 3.020 -6.329 -2.315
Cl 6.975 -3.285 1.611
Cl 1.295 6.543 4.689
Cl 0.646 1.686 9.101
Cl 7.491 0.141 1.190
Cl 1.584 -2.242 2.250
Cl -4.851 1.601 -2.512
Cl -6.556 2.881 2.134
Cl 1.292 6.601 7.572
Cl -4.189 1.710 0.975
Cl 0.343 -1.694 -5.397
Cl 0.392 -10.396 4.544
Cl 5.953 1.900 -0.515
Cl -3.616 3.701 -9.740
Cl -4.852 1.200 3.745
Cl -0.962 2.555 -9.847
Cl -3.557 -0.514 -3.986
Cl 0.543 -0.921 7.867
Cl -6.440 0.041 1.637
Cl 2.025 -2.549 5.090
P -0.749 3.781 3.337
Si 0.620 2.550 2.012
F 1.386 4.110 -0.046
O -2.272 3.194 3.024
C 8.640 -3.744 1.258
C 0.712 -2.030 -3.698
C 0.315 3.203 0.238
C -2.688 2.223 -10.025
C 5.993 1.060 1.037
C -1.074 3.589 -5.390
C -6.541 -0.506 -6.970
C 3.242 -5.898 -0.613
C 1.484 -1.441 3.827
C 0.477 -10.133 2.800
C 0.705 7.404 6.111
C -0.896 1.158 -0.750
C -5.513 1.458 2.136
C -0.009 0.050 9.233
C -4.540 -0.142 -2.573
C 0.287 2.135 -0.857
H -0.687 0.271 -1.374
H 2.026 2.694 2.425
H -1.074 0.787 0.270
H -1.826 1.598 -1.149
H -2.375 2.873 2.107
H 1.258 1.610 -0.916
H 0.241 1.122 2.113
H -0.603 3.823 0.193
H 0.182 2.672 -1.821
```

spin multiplicity	1
E_HOMO	-8.3	eV
HOMO-LUMO gap	0.300	Eh
LUMO level	-0.088	eV
DFT total energy	-697932.512	eV
molar mass	2265.76	g mol⁻¹



2.
A cluster of 2 separate species, C20H34IN5O4PS in total in a non-equilibrium geometry, computed with the ωB97M-V functional and the def2-TZVPD basis.

```
66
Properties=species:S:1:pos:R:3
I -2.853 2.852 -2.890
S 2.407 -1.065 -1.348
P 1.200 0.056 4.357
O -1.410 -4.113 -6.717
O 0.492 1.272 -3.969
O 0.009 0.035 3.368
O -0.690 0.354 -5.806
N 1.135 1.738 4.422
N 2.249 -0.650 3.199
N -0.238 0.579 -1.099
N -3.197 -2.230 -1.149
N 2.569 0.081 5.494
C 3.375 -0.049 2.507
C -0.702 -4.088 -5.227
C 2.069 2.781 4.079
C -1.233 -0.365 -1.747
C -0.713 3.344 -2.891
C 1.621 -1.602 2.263
C 3.804 0.839 5.523
C 0.068 2.666 -4.164
C 0.024 2.296 5.193
C -0.554 0.321 -4.479
C 0.957 -0.149 -1.105
C -2.156 -1.249 -0.667
C -0.635 5.009 -3.025
C -4.599 -3.594 -2.992
C 2.119 -0.137 6.872
C -2.537 -1.687 -3.836
C -1.414 -0.552 -3.400
C -2.379 -3.817 -5.539
C -2.884 -2.112 -5.363
C -3.404 -2.476 -2.643
H 1.067 3.300 -4.321
H -0.205 3.108 -1.845
H 0.018 -4.814 -5.758
H 4.141 1.216 4.562
H 0.870 -2.213 2.771
H -0.224 3.320 4.892
H 0.287 5.337 -3.687
H 1.782 0.794 7.328
H -2.242 -1.654 -6.214
H 4.285 -0.131 3.107
H -3.196 -4.694 -5.161
H 2.544 3.201 4.973
H -4.191 -4.688 -3.067
H -3.752 -2.739 -0.401
H -1.646 5.389 -3.475
H -1.076 -4.951 -4.488
H -0.587 2.863 -5.114
H -1.994 -1.088 0.497
H -4.015 -2.086 -5.664
H 1.563 3.609 3.567
H 3.190 0.974 2.204
H 0.261 2.303 6.261
H 2.357 -2.313 1.861
H -0.547 5.433 -1.913
H 4.613 0.203 5.897
H -5.132 -3.253 -3.985
H -5.364 -3.535 -2.087
H 2.854 2.471 3.398
H 3.638 -0.576 1.579
H 1.150 -1.082 1.423
H 1.284 -0.845 6.898
H -0.891 1.709 5.056
H 2.916 -0.562 7.492
H 3.739 1.707 6.193
```

spin multiplicity	1
E_HOMO	-9.1	eV
ΔE to the lowest compared entry with this formula, charge and spin	183.2	kcal/mol
HOMO-LUMO gap	0.136	Eh
LUMO level	-5.426	eV
DFT total energy	-65125.275	eV
total charge	+1
molar mass	598.47	g mol⁻¹



3.
A cluster of 2 separate species, C3H9NO in total in a non-equilibrium geometry, computed with the ωB97M-V functional and the def2-TZVPD basis.

```
14
Properties=species:S:1:pos:R:3
O -0.795 -1.121 -2.085
N -0.722 0.691 0.340
C 1.739 0.262 -0.028
C -1.694 0.483 1.111
C 0.450 -0.199 0.630
H -1.782 -0.005 2.087
H 1.513 1.140 -0.629
H 0.097 -1.199 0.385
H -0.481 -0.829 -2.923
H 2.366 0.661 0.763
H 2.217 -0.455 -0.682
H -0.820 -0.262 -1.627
H -2.612 1.047 0.940
H 0.527 -0.213 1.719
```

spin multiplicity	1
E_HOMO	-10.1	eV
ΔE to the lowest compared entry with this formula, charge and spin	40.2	kcal/mol
HOMO-LUMO gap	0.411	Eh
LUMO level	1.133	eV
DFT total energy	-6793.314	eV
molar mass	75.11	g mol⁻¹
SMILES	C=NCC.O



4.
A cluster of 2 separate species, C2H4I2O in total in a non-equilibrium geometry, computed with the ωB97M-V functional and the def2-TZVPD basis.

```
9
Properties=species:S:1:pos:R:3
I -2.679 1.734 -0.148
I -2.933 -1.688 -0.138
O -1.414 -0.014 1.754
C -1.673 -0.019 0.418
C 0.375 -0.137 -0.473
H 0.164 0.498 -1.296
H 0.938 0.448 0.134
H -0.756 -0.710 1.857
H 0.713 -1.202 -0.646
```

spin multiplicity	1
E_HOMO	-9.0	eV
ΔE to the lowest compared entry with this formula, charge and spin	63.0	kcal/mol
HOMO-LUMO gap	0.313	Eh
LUMO level	-0.496	eV
DFT total energy	-20384.460	eV
molar mass	297.86	g mol⁻¹



Question: Among the records above, which one has the lowest HOMO-LUMO gap?
Answer: C20H34IN5O4PS